No. 1
Formula: C15H30N6OsSSeSi
Source: the OMol25 dataset
Level of theory: ωB97M-V/def2-TZVPD

* multiplicity: 5
* <S²>: 6.032
* E_LUMO (spin up / spin down): -6.45 / -8.04 eV
* gap between HOMO and LUMO (spin up / spin down): 7.51 / 6.28 eV
* net charge: +2

XYZ file:
```
55
Properties=species:S:1:pos:R:3:forces:R:3:mulliken_spin:R:1
Os 0.192 0.286 -0.314 -0.153 -0.031 0.217 2.5825
C -1.331 -4.950 2.245 0.003 0.013 0.000 0.0006
C -1.477 -4.844 0.736 -0.008 0.036 -0.002 -0.0023
N -1.873 -3.498 0.303 -0.003 0.027 -0.009 0.0073
C -1.017 -2.511 0.073 0.041 -0.134 0.150 0.0063
S -1.735 -0.987 -0.513 0.132 -0.079 -0.121 0.1629
N 0.267 -2.701 0.265 -0.099 0.263 -0.039 0.0142
N 1.009 -1.616 -0.125 0.099 -0.211 0.043 -0.0107
C 2.278 -1.768 -0.348 -0.012 0.085 -0.103 0.0434
C 3.006 -3.043 -0.120 0.022 0.000 -0.005 -0.0027
C 2.955 -0.599 -0.955 -0.069 -0.045 0.030 0.0405
C 4.284 -0.620 -1.324 0.086 0.023 -0.026 0.0148
C 4.819 0.473 -2.000 0.021 -0.051 0.021 0.0107
C 4.005 1.551 -2.294 -0.039 0.017 -0.001 0.0055
C 2.684 1.520 -1.875 0.036 0.015 0.023 0.0172
N 2.177 0.481 -1.212 0.011 -0.158 -0.062 0.0464
H -1.008 -5.954 2.516 -0.007 0.004 -0.001 -0.0003
H -2.277 -4.754 2.749 0.000 0.005 -0.004 -0.0002
H -0.584 -4.244 2.611 0.009 -0.011 -0.002 0.0000
H -2.238 -5.528 0.365 0.003 -0.010 0.009 -0.0002
H -0.540 -5.083 0.236 0.001 -0.008 -0.019 0.0005
H -2.855 -3.294 0.207 -0.005 -0.015 -0.028 0.0047
H 2.324 -3.815 0.216 -0.001 -0.001 0.014 -0.0003
H 3.780 -2.894 0.638 0.004 -0.005 -0.016 0.0053
H 3.501 -3.372 -1.035 -0.013 0.006 -0.007 0.0041
H 4.897 -1.482 -1.101 0.000 0.008 -0.012 0.0027
H 5.858 0.470 -2.301 -0.004 -0.004 -0.002 0.0002
H 4.375 2.408 -2.838 -0.001 -0.002 0.009 0.0001
H 2.008 2.343 -2.066 -0.002 0.002 -0.004 -0.0029
N -0.595 0.277 2.029 0.062 0.066 0.026 0.1646
C -0.075 1.372 2.864 -0.026 -0.009 0.005 0.0083
C 1.432 1.362 2.766 0.029 -0.008 -0.031 -0.0111
N 1.806 1.490 1.347 0.014 0.017 0.004 0.1239
H -1.607 0.306 1.969 -0.022 0.014 -0.014 -0.0158
H -0.357 -0.622 2.442 -0.005 -0.029 -0.025 -0.0094
H -0.390 1.286 3.905 -0.013 -0.023 -0.003 0.0052
H -0.469 2.310 2.468 -0.018 0.002 0.012 -0.0072
H 1.823 0.411 3.134 0.006 0.000 0.007 -0.0026
H 1.859 2.154 3.383 0.005 0.006 -0.005 0.0034
H 2.787 1.264 1.221 -0.004 -0.016 -0.017 -0.0002
H 1.698 2.456 1.050 0.016 0.020 0.014 -0.0093
C -4.067 1.521 -1.455 -0.138 -0.105 -0.033 0.0134
Si -3.098 3.081 -1.489 0.276 -0.195 0.063 0.0566
C -3.335 4.247 -0.089 -0.022 0.101 0.085 0.0112
C -2.806 3.817 -3.140 -0.012 0.091 -0.156 0.0048
Se -0.813 2.284 -0.911 -0.119 0.295 0.006 0.7075
H -5.127 1.744 -1.608 0.023 0.006 -0.006 0.0077
H -3.971 1.003 -0.501 -0.035 -0.005 0.001 -0.0021
H -3.745 0.857 -2.259 -0.035 -0.039 0.025 -0.0043
H -4.308 4.741 -0.159 0.005 -0.023 -0.024 0.0020
H -2.565 5.019 -0.108 -0.029 0.023 0.050 -0.0018
H -3.291 3.722 0.866 -0.021 0.044 0.026 0.0024
H -3.721 4.303 -3.493 0.015 -0.014 0.001 -0.0005
H -2.532 3.047 -3.863 0.004 0.035 -0.034 0.0032
H -2.021 4.573 -3.107 -0.010 0.009 -0.029 -0.0002
```
Positions in Å, forces in eV/Å.

No. 2
Formula: CH2FPS
Source: the OMol25 dataset
Level of theory: ωB97M-V/def2-TZVPD

* E_LUMO (spin up / spin down): -2.35 / -2.35 eV
* ΔE to the lowest compared entry with this formula, charge and spin: 235.98 kJ/mol
* gap between HOMO and LUMO (spin up / spin down): 6.95 / 6.96 eV
* SMILES: FP1CS1

XYZ file:
```
6
Properties=species:S:1:pos:R:3:forces:R:3:lowdin_charge:R:1
F -0.528 2.640 -0.071 1.677 -3.328 -0.373 -0.5162
P 0.159 1.017 -0.740 -0.227 0.209 0.834 0.9893
C -0.094 -0.643 0.206 -3.513 0.041 1.885 -1.0261
S 1.474 -1.003 -0.254 3.365 2.355 -0.602 0.4832
H -0.386 -0.734 1.352 0.342 0.519 -2.555 0.0870
H -0.626 -1.277 -0.494 -1.643 0.205 0.811 -0.0171
```
Positions in Å, forces in eV/Å.

No. 3
Formula: C12H9Br2F12IO5S2
Source: the OMol25 dataset
Level of theory: ωB97M-V/def2-TZVPD

* E_LUMO: -0.15 eV
* gap between HOMO and LUMO: 10.07 eV

XYZ file:
```
43
Properties=species:S:1:pos:R:3:forces:R:3:lowdin_charge:R:1
C 5.125 0.778 -0.270 0.065 -0.040 -0.052 -0.1613
C 3.709 1.204 0.108 -0.174 -0.086 -0.304 -0.7939
Br 3.754 2.416 1.620 -0.061 0.149 0.031 0.7523
C 2.781 0.014 0.343 -0.100 0.085 -0.248 -0.6532
Br 3.458 -1.063 1.802 0.298 0.466 0.320 0.8948
C 1.271 0.312 0.552 0.088 0.185 -0.031 -0.3225
O 0.998 1.575 -0.080 -0.032 0.124 0.072 -0.3450
S -0.099 2.577 0.609 0.152 0.063 -0.047 1.0007
O 0.316 2.953 1.926 -0.061 -0.239 -0.052 -0.3476
O -1.235 1.387 0.934 -0.043 -0.115 -0.114 -0.2805
C -1.811 0.707 -0.160 0.241 0.029 0.107 -0.4349
S -2.729 1.970 -1.190 -0.063 -0.114 0.277 0.7597
O -2.826 3.164 -0.406 0.027 0.008 -0.127 -0.2753
O -2.213 1.976 -2.524 -0.020 0.021 -0.008 -0.2864
C -4.493 1.302 -1.277 0.144 0.104 0.187 -0.4783
F -4.910 1.533 -2.512 -0.210 0.009 -0.317 0.1497
F -4.505 -0.017 -1.036 0.032 -0.110 0.022 0.0767
C -5.467 1.969 -0.269 0.179 0.032 -0.031 -0.6008
F -5.688 3.230 -0.593 -0.030 0.198 -0.085 0.1973
F -4.975 1.904 0.963 0.138 -0.105 0.167 0.1851
F -6.619 1.308 -0.293 -0.227 -0.107 -0.084 0.1911
C -0.780 -0.089 -0.982 0.042 0.050 0.047 -0.6214
I -1.801 -1.385 -2.355 0.144 -0.153 0.140 1.0740
C 0.349 -0.770 -0.142 0.092 -0.060 -0.126 -0.1407
C -0.119 -1.857 0.874 0.010 0.143 -0.159 -0.3857
F -1.470 -1.833 1.006 -0.067 0.005 -0.124 0.1112
F 0.382 -1.607 2.099 -0.027 -0.003 0.324 0.1082
C 0.237 -3.351 0.575 0.160 0.098 -0.130 -0.3621
F -0.080 -3.642 -0.700 -0.179 0.012 -0.140 0.1007
F -0.495 -4.115 1.395 -0.116 -0.119 0.085 0.1735
C 1.713 -3.785 0.749 -0.021 0.290 0.035 -0.5804
F 2.496 -3.009 -0.016 -0.142 -0.367 -0.419 0.0986
F 2.112 -3.687 2.005 -0.107 -0.334 0.152 0.1388
F 1.850 -5.043 0.349 -0.018 -0.065 -0.025 0.1983
H 5.571 1.527 -0.927 0.003 -0.045 0.143 0.0818
H 5.108 -0.179 -0.805 -0.009 0.149 0.033 0.0814
H 5.762 0.663 0.609 -0.117 -0.056 -0.091 0.0588
H 3.274 1.777 -0.713 0.013 0.011 0.171 0.0923
H 2.873 -0.594 -0.563 0.113 -0.043 0.201 0.0970
H 1.057 0.414 1.617 0.027 -0.072 -0.124 0.1264
H -2.575 0.054 0.256 0.061 0.059 0.051 0.1188
H -0.278 0.576 -1.681 -0.038 0.002 0.132 0.0716
H 0.972 -1.264 -0.895 -0.169 -0.061 0.137 0.1309
```
Positions in Å, forces in eV/Å.

No. 4
Formula: C33H25N7O6RuS
Source: the OMol25 dataset
Level of theory: ωB97M-V/def2-TZVPD

* multiplicity: 6
* <S²>: 8.809
* E_LUMO (spin up / spin down): 2.01 / 1.32 eV
* ΔE to the lowest compared entry with this formula, charge and spin: 54.93 kJ/mol
* gap between HOMO and LUMO (spin up / spin down): 6.78 / 6.64 eV
* net charge: -1

XYZ file:
```
73
Properties=species:S:1:pos:R:3:forces:R:3:mulliken_spin:R:1
Ru 0.353 0.415 1.073 0.060 -0.327 -0.181 2.4316
O -0.248 -2.028 4.477 0.008 -0.025 0.002 0.0296
C -0.056 -1.637 3.330 -0.062 0.035 0.011 0.0005
N -0.503 -0.519 2.743 0.098 0.088 -0.039 0.1225
C -1.572 0.240 3.219 -0.147 0.109 -0.057 0.0197
C -2.108 0.226 4.503 0.022 0.009 -0.017 0.0058
C -3.216 1.014 4.790 0.014 -0.032 0.049 0.0040
C -3.799 1.809 3.817 -0.036 0.036 -0.024 0.0020
C -3.283 1.831 2.526 0.038 -0.026 -0.012 0.0001
C -2.172 1.055 2.229 -0.059 -0.024 0.177 0.0105
N -1.521 0.992 0.980 0.009 -0.027 -0.022 -0.0298
C -2.076 1.323 -0.206 -0.031 0.020 0.064 0.0111
O -3.193 1.772 -0.423 0.006 -0.008 -0.019 0.0625
C -1.127 1.079 -1.356 0.005 0.002 -0.132 0.1135
C -1.508 1.364 -2.655 -0.011 -0.006 0.062 -0.0199
C -0.590 1.171 -3.674 0.026 -0.012 -0.003 0.0156
C 0.681 0.714 -3.358 -0.033 0.008 -0.017 -0.0142
C 0.991 0.449 -2.035 0.071 -0.025 0.035 0.0572
N 0.095 0.614 -1.060 0.036 0.081 0.265 -0.1283
C 0.678 -2.544 2.363 0.068 -0.104 -0.025 0.0603
C 1.366 -3.647 2.846 -0.029 0.055 0.004 -0.0214
C 1.889 -4.539 1.929 0.028 -0.044 0.106 0.0139
C 1.672 -4.331 0.580 -0.109 0.074 -0.162 0.0178
C 0.984 -3.192 0.176 0.001 -0.100 0.168 -0.0127
N 0.528 -2.301 1.059 0.117 -0.149 -0.049 0.0424
H -1.649 -0.394 5.257 0.000 0.001 -0.009 0.0008
H -3.622 1.006 5.795 0.000 0.003 -0.005 0.0009
H -4.661 2.419 4.058 0.002 -0.001 -0.007 0.0006
H -3.733 2.435 1.754 -0.003 0.002 0.000 0.0002
H -2.509 1.736 -2.820 -0.001 0.002 -0.007 0.0018
H -0.856 1.388 -4.700 -0.003 0.000 0.000 0.0005
H 1.434 0.564 -4.119 -0.004 -0.001 -0.003 0.0012
H 1.967 0.092 -1.725 -0.005 0.001 -0.003 -0.0112
H 1.452 -3.783 3.914 -0.008 0.017 0.000 0.0000
H 2.444 -5.408 2.263 -0.007 0.001 0.002 0.0014
H 2.026 -5.042 -0.154 -0.005 0.016 -0.031 -0.0188
H 1.127 -1.873 -1.374 -0.016 0.068 -0.020 0.0725
C -1.315 -4.468 -4.863 -0.011 -0.010 -0.012 -0.0298
C -0.648 -3.978 -3.616 -0.020 -0.010 -0.003 0.3882
C 0.729 -4.209 -3.380 0.039 -0.003 0.018 -0.0967
C 1.368 -3.734 -2.282 0.003 -0.008 -0.027 0.3783
C 0.682 -2.871 -1.275 0.055 0.028 -0.022 -0.0805
C -0.791 -2.754 -1.523 -0.026 0.001 0.016 0.3633
C -1.377 -3.256 -2.635 -0.009 0.004 0.027 -0.1044
S 3.452 -0.881 0.787 0.119 0.347 -0.231 0.4091
O 4.856 -0.603 1.092 -0.147 -0.069 0.043 0.1450
O 3.153 -1.299 -0.592 0.019 -0.114 0.055 0.1651
N 2.528 0.390 1.144 -0.320 -0.285 -0.094 0.3024
C 3.105 1.342 2.078 0.209 0.169 0.008 0.0031
C 2.049 2.310 2.607 0.162 -0.294 0.281 0.0174
O 2.393 3.369 3.107 -0.037 0.061 -0.105 0.0196
O 0.837 1.874 2.541 -0.084 0.252 -0.082 0.1241
H -0.801 -5.339 -5.274 0.003 0.005 0.003 0.0072
H -1.324 -3.699 -5.644 0.002 0.001 0.003 0.0373
H -2.355 -4.744 -4.676 0.003 0.002 0.002 0.0109
H 1.288 -4.787 -4.108 -0.001 0.002 0.002 0.0003
H 2.430 -3.902 -2.149 -0.001 0.006 -0.001 0.0089
H -1.372 -2.228 -0.774 0.005 0.008 -0.010 0.0433
H -2.445 -3.118 -2.777 0.002 0.000 0.000 0.0004
H 3.892 1.916 1.583 0.037 0.006 0.064 0.0078
H 3.572 0.851 2.939 -0.067 0.075 0.030 0.0119
N 0.383 5.831 -4.072 -0.010 -0.007 0.028 0.0001
C 0.290 5.513 -2.971 0.028 0.039 -0.144 0.0008
C 0.173 5.108 -1.602 -0.026 -0.058 0.131 0.0005
C -0.376 5.954 -0.640 0.010 -0.021 -0.004 -0.0002
C -0.472 5.491 0.657 -0.005 0.002 -0.012 -0.0016
C -0.026 4.207 0.949 0.004 -0.046 0.047 0.0008
N 0.494 3.394 0.030 0.076 0.082 -0.132 0.0165
C 0.595 3.838 -1.214 -0.064 0.092 0.012 0.0034
H -0.715 6.944 -0.914 0.001 0.001 -0.007 0.0000
H -0.887 6.107 1.441 0.001 0.002 -0.002 0.0001
H -0.072 3.796 1.951 -0.012 0.023 0.011 0.0018
H 1.019 3.162 -1.949 0.017 0.004 0.008 0.0011
```
Positions in Å, forces in eV/Å.